Record 1
The following is a quantum chemistry calculation of C10H21AuCl3IO3P2 as an isolated structure, from the OMol25 dataset.

Last column: natural (NBO) charge in e.
Cartesian coordinates (Å):
1 C 1.13 -0.04 -2.39  -0.85
2 I -2.49 -0.80 -2.95  0.33
3 H 2.08 0.15 -1.89  0.23
4 H 0.81 0.75 -3.08  0.22
5 H 1.10 -0.93 -3.00  0.22
6 Au -0.60 -0.18 -1.14  0.84
7 P 0.20 2.11 -0.66  1.11
8 C -1.26 3.17 -0.39  -0.96
9 C 1.20 2.36 0.85  -0.95
10 H 1.60 3.38 0.87  0.28
11 H 1.22 4.01 -1.82  0.29
12 H 2.01 1.62 0.84  0.26
13 H 2.19 2.50 -1.96  0.27
14 H -1.75 2.86 0.54  0.28
15 H 0.56 2.19 1.74  0.27
16 C 1.18 2.93 -1.98  -0.95
17 H -0.91 4.21 -0.33  0.28
18 H 0.72 2.72 -2.96  0.26
19 H -1.93 3.02 -1.25  0.26
20 P 0.27 -2.40 -0.41  1.24
21 C -1.12 -3.54 -0.21  -0.98
22 C 1.30 -3.14 -1.71  -0.98
23 H 2.20 -2.11 1.00  0.27
24 H 1.38 -3.66 1.38  0.29
25 H 0.69 -2.10 1.94  0.30
26 C 1.23 -2.60 1.13  -0.97
27 H 2.32 -2.70 -1.68  0.27
28 H 1.36 -4.23 -1.60  0.29
29 H -0.79 -4.52 0.16  0.29
30 H -1.63 -3.65 -1.18  0.27
31 H 0.86 -2.91 -2.69  0.25
32 H -1.84 -3.09 0.50  0.28
33 C -2.27 0.10 0.33  0.41
34 O -3.43 -0.05 0.14  -0.50
35 Cl -1.53 2.52 3.99  0.06
36 C -1.08 0.80 4.00  -0.22
37 Cl 0.47 0.55 4.77  0.10
38 Cl -2.35 -0.22 4.76  0.09
39 C -0.99 0.38 2.49  0.77
40 O -2.10 0.67 1.84  -0.57
41 O 0.00 -0.15 2.01  -0.66

2S+1: 3
Energy above the lowest of the compared OMol25 structures with the same formula, charge and spin in kcal/mol: 0.00
Charge: +2
⟨S²⟩: 2.0121
LUMO level (alpha / beta) in eV: -8.22 / -11.05
Gap between HOMO and LUMO (alpha / beta) in eV: 7.639 / 4.740

***

Record 2
The following is a quantum chemistry calculation of C9H17N5NiO3 as an isolated structure, from the OMol25 dataset.

Last column: natural (NBO) charge in e.
Cartesian coordinates (Å):
1 Ni -0.69 -0.89 -0.04  0.81
2 C 4.20 -1.34 1.61  -0.27
3 O 3.36 -1.50 0.47  -0.48
4 C 2.03 -1.47 0.60  0.90
5 O 1.33 -1.45 -0.39  -0.65
6 N 1.53 -1.50 1.87  -0.50
7 N 0.15 -1.43 2.02  -0.67
8 H 5.21 -1.27 1.21  0.22
9 H 4.14 -2.21 2.26  0.18
10 H 3.97 -0.42 2.15  0.19
11 H 2.12 -1.53 2.68  0.39
12 H -0.11 -0.62 2.58  0.39
13 H -0.22 -2.28 2.42  0.38
14 C -2.55 -0.78 -2.46  -0.25
15 O -3.21 -1.21 -1.25  -0.49
16 C -2.50 -1.39 -0.17  0.17
17 C -3.41 -1.83 0.93  -0.73
18 H -2.73 0.28 -2.59  0.21
19 H -3.02 -1.35 -3.27  0.19
20 H -1.49 -0.97 -2.41  0.20
21 H -4.46 -1.86 0.65  0.22
22 H -3.27 -1.17 1.79  0.23
23 H -3.09 -2.83 1.26  0.23
24 N 1.98 3.22 -2.13  -0.82
25 C 0.86 2.80 -1.39  0.33
26 C 0.52 1.46 -1.34  -0.21
27 N -0.55 1.02 -0.56  -0.71
28 C -1.21 2.02 0.10  -0.11
29 C -0.84 3.33 0.01  -0.07
30 N 0.22 3.78 -0.74  -0.57
31 H 2.19 2.65 -2.93  0.36
32 H 1.92 4.20 -2.35  0.38
33 H 1.09 0.72 -1.87  0.19
34 H -2.07 1.74 0.70  0.18
35 H -1.41 4.08 0.55  0.18

2S+1: 3
Energy above the lowest of the compared OMol25 structures with the same formula, charge and spin in kcal/mol: 15.80
⟨S²⟩: 2.0389
LUMO level (alpha / beta) in eV: 0.00 / -0.01
Gap between HOMO and LUMO (alpha / beta) in eV: 4.072 / 6.866

***

Record 3
The following is a quantum chemistry calculation of a 2-piece molecular cluster, C7H17O overall, from the OMol25 dataset.

Last column: natural (NBO) charge in e.
Cartesian coordinates (Å):
1 C -1.90 3.99 -1.26  -1.00
2 C -1.19 2.73 -1.70  -0.42
3 C -1.54 1.41 -0.96  -0.41
4 C -1.00 1.37 0.47  -0.62
5 H -2.96 3.77 -1.02  0.12
6 H -1.46 4.39 -0.33  0.13
7 H -1.34 2.53 -2.77  0.15
8 H -0.10 2.88 -1.59  0.16
9 H -2.63 1.32 -0.94  0.18
10 H -1.15 0.54 -1.52  0.15
11 H -1.32 0.48 1.02  0.18
12 H -1.34 2.27 0.99  0.22
13 H 0.09 1.38 0.46  0.18
14 C 1.56 -3.62 1.31  -0.63
15 C 1.03 -2.23 0.99  0.09
16 C 1.54 -1.72 -0.35  -0.63
17 O 1.33 -1.32 2.04  -0.71
18 H 2.66 -3.60 1.37  0.19
19 H 1.18 -3.96 2.27  0.21
20 H 1.28 -4.34 0.54  0.21
21 H -0.06 -2.26 0.96  0.18
22 H 2.63 -1.63 -0.32  0.19
23 H 1.12 -0.74 -0.57  0.24
24 H 1.28 -2.40 -1.16  0.21
25 H 2.29 -1.23 2.08  0.45

2S+1: 1
Energy above the lowest of the compared OMol25 structures with the same formula, charge and spin in kcal/mol: 46.52
Charge: -1
LUMO level in eV: 2.86
Gap between HOMO and LUMO in eV: 3.434

***

Record 4
The following is a quantum chemistry calculation of an isolated ion of composition C4H11N2 and charge +1, from the OMol25 dataset.

Last column: natural (NBO) charge in e.
Cartesian coordinates (Å):
1 C -1.57 -1.46 0.59  -0.41
2 C -0.82 -0.68 -0.16  0.13
3 N 0.10 -1.25 -1.11  -0.87
4 C -0.75 0.82 -0.15  -0.47
5 C 0.45 1.30 0.66  -0.21
6 N 1.74 0.70 0.12  -0.71
7 H -2.21 -1.15 1.39  0.23
8 H -1.58 -2.53 0.42  0.21
9 H -0.05 -2.25 -1.15  0.40
10 H -0.01 -0.86 -2.04  0.38
11 H -1.64 1.27 0.31  0.27
12 H -0.72 1.12 -1.17  0.22
13 H 0.40 1.01 1.71  0.23
14 H 0.61 2.37 0.70  0.23
15 H 1.54 -0.25 -0.28  0.47
16 H 2.47 0.62 0.83  0.44
17 H 2.05 1.22 -0.70  0.43

2S+1: 1
Energy above the lowest of the compared OMol25 structures with the same formula, charge and spin in kcal/mol: 23.46
Charge: +1
Structure (SMILES): C=C(N)CC[NH3+]
LUMO level in eV: -3.35
Gap between HOMO and LUMO in eV: 9.658